No. 1
14
Properties=species:S:1:pos:R:3 method="wB97M-V/def2-TZVPD" spin_multiplicity=1 gap_ha="0.2663 / 0.2665" homo_energy_ev="-8.86 / -8.87" charge=0
C 0.29927 -0.28481 -0.20218
C -0.10750 0.96595 -0.51703
C -0.61263 -1.41772 -0.31914
C -2.58663 -0.07303 0.21870
N -1.37432 1.13755 -1.02396
N -1.71654 -1.12561 0.61409
Cl -1.28073 -1.67269 -2.01374
Cl -2.80165 0.95070 1.52333
Cl -3.87169 -0.29944 -0.87874
Cl -2.16296 2.69471 -0.73526
Cl -2.72297 -2.66145 0.90963
H 1.37840 -0.67051 0.01528
H 0.37682 1.89502 -0.13909
H -0.17726 -2.30793 -0.02095

***

No. 2
10
Properties=species:S:1:pos:R:3 method="wB97M-V/def2-TZVPD" spin_multiplicity=1 gap_ha=0.3172 homo_energy_ev=-9.70 charge=0
C 1.06309 -0.17726 -0.04412
C 0.30465 -1.35714 -0.02092
C -1.08983 -0.90172 -0.01253
C -0.00730 0.94944 -0.11800
H 0.66976 -2.41763 0.26735
H -2.10880 -1.46864 0.08639
H -0.61424 2.78399 -0.08085
N -1.27904 0.37317 -0.12217
N 0.29494 2.15540 0.09700
Cl 2.76677 0.06039 -0.05214

***

No. 3
11
Properties=species:S:1:pos:R:3 method="wB97M-V/def2-TZVPD" spin_multiplicity=1 gap_ha=0.2905 homo_energy_ev=-8.97 charge=0
C 1.38854 -0.43844 -0.63712
C 0.14648 -0.02590 -0.16002
C -1.73745 0.25412 0.54665
C 0.19885 0.86664 0.99563
H -0.04305 -1.84871 -1.58385
H 2.33631 -0.19491 -0.12656
H -2.98782 0.20784 0.35178
N -1.09806 -0.34209 -0.39889
N -0.94916 1.13581 1.42759
S 1.31626 -1.63120 -1.82953
Cl 1.42911 2.01684 1.41433

***

No. 4
10
Properties=species:S:1:pos:R:3 method="wB97M-V/def2-TZVPD" spin_multiplicity=1 gap_ha="0.2776 / 0.2762" homo_energy_ev="-13.85 / -13.96" charge=+1
C 0.53169 1.49957 -0.66321
C -0.25528 0.19428 1.46191
C 0.28153 -0.85301 -0.56184
C -0.76172 -0.81427 0.48785
N 0.55497 0.38384 -0.98816
O 0.23333 1.23826 1.17974
Cl 1.53227 -1.99916 -0.87614
H 0.54718 2.54771 -0.84487
H -0.98143 -1.83041 0.83267
H -1.68255 -0.36681 -0.02797

***

No. 5
12
Properties=species:S:1:pos:R:3 method="wB97M-V/def2-TZVPD" spin_multiplicity=1 gap_ha=0.2885 homo_energy_ev=-4.77 charge=-1
C -0.87628 -0.69507 -0.78126
C -2.08706 -1.04393 -1.21932
C 1.11020 1.09934 -0.04458
C -0.07369 0.35421 0.61894
N -0.04803 -1.01422 -1.91016
O 1.38220 1.97713 0.77597
O 1.48414 0.86444 -1.21262
S -1.38427 -1.54594 -2.88640
Cl -3.75170 -1.10430 -0.71986
H -0.96318 0.94739 0.86908
H 0.28476 -0.20122 1.40822
H 0.60278 -0.21381 -1.99585

***

No. 6
9
Properties=species:S:1:pos:R:3 method="wB97M-V/def2-TZVPD" spin_multiplicity=1 gap_ha=0.3017 homo_energy_ev=-9.20 charge=0
C 1.41872 0.14894 0.36132
C 0.51465 0.82862 0.04116
C -0.53354 1.77222 -0.30700
C -2.31690 -1.52793 0.25310
O -0.81565 2.73436 0.35989
Cl -2.79884 -0.01687 -0.03337
H 2.32817 -0.34829 0.46163
H -0.66810 1.52932 -1.42281
H -1.50738 -1.40912 0.97092

***

The records above yield F_max values of 2.93 3.20 7.50 3.63 6.34 2.79 eV/Å, respectively.
The records above yield energy relative to the best compared isomer or geometry (same formula, charge and spin) values of 25.16 41.93 47.76 23.45 81.70 140.79 kcal per mole, respectively.